(w)
{
  "formula": "C5H9N",
  "method": "ωB97M-V/def2-TZVPD",
  "species": ["C", "C", "C", "C", "C", "N", "H", "H", "H", "H", "H", "H", "H", "H", "H"],
  "coordinates": [[1.2888, -1.3367, 0.9136], [0.3581, -1.0011, -0.2581], [0.1172, 0.4532, -0.4989], [-0.1162, 1.0151, -1.7011], [-1.5126, 1.4195, 0.8763], [-0.2832, 1.2289, 0.6409], [1.7811, -2.2938, 0.7840], [2.0622, -0.5695, 1.0019], [0.7962, -1.3103, 1.8870], [-0.6253, -1.4486, -0.1004], [0.8189, -1.4090, -1.1567], [0.1768, 0.5189, -2.6172], [-0.6497, 1.9445, -1.8540], [-2.1122, 2.3013, 1.1139], [-2.0999, 0.4876, 0.9688]],
  "multiplicity": 2,
  "e_lumo_ev": [-5.600, -8.003],
  "homo_lumo_gap_ha": [0.36099, 0.26625],
  "total_charge": 1,
  "homo_ev": [-15.423, -15.248]
}

(x)
{
  "formula": "C5H9N",
  "method": "ωB97M-V/def2-TZVPD",
  "species": ["C", "N", "C", "C", "C", "C", "H", "H", "H", "H", "H", "H", "H", "H", "H"],
  "coordinates": [[0.3700, -1.7551, -0.6137], [-0.1808, -0.4745, -1.0980], [-0.2016, 0.6853, -0.4174], [-0.1641, 1.9119, -1.0449], [0.1342, 0.0151, 1.9891], [-0.5474, 0.6564, 1.0428], [-0.3249, -2.1520, 0.1263], [0.5046, -2.4663, -1.4190], [1.3123, -1.5535, -0.1115], [0.1816, -0.3235, -2.0419], [-0.3854, 1.9432, -2.1044], [-0.1086, 2.7848, -0.4167], [-0.1098, 0.1869, 3.0285], [1.0191, -0.5697, 1.7836], [-1.4991, 1.1110, 1.2973]],
  "multiplicity": 2,
  "e_lumo_ev": [-4.157, -7.231],
  "homo_lumo_gap_ha": [0.39425, 0.28587],
  "total_charge": 1,
  "homo_ev": [-14.885, -15.010]
}

Which structure is the least stable? The one labeled (w).

(w)
{
  "formula": "C4H8N4",
  "method": "ωB97M-V/def2-TZVPD",
  "species": ["C", "C", "C", "C", "H", "H", "H", "H", "H", "H", "H", "H", "N", "N", "N", "N"],
  "coordinates": [[-0.3112, -1.5434, 0.1015], [0.3807, 0.6149, 0.7930], [-0.3830, 0.8420, -1.4487], [-0.6991, 0.0429, -0.2140], [0.3149, -1.9168, -0.7160], [-1.1405, -2.2572, -0.1635], [-0.2387, -1.9269, 2.2106], [1.7915, -0.2723, 2.0216], [0.3671, 3.0171, -1.3926], [-1.2960, 1.3405, -1.9892], [0.1072, 0.2190, -2.1958], [-1.6770, 0.1469, 0.2321], [0.4367, -1.6309, 1.4140], [0.7769, -0.2836, 1.7777], [0.9020, 1.7262, 0.5106], [0.6685, 1.8816, -0.9412]],
  "e_lumo_ev": 0.930,
  "smiles": "C1NN=C2NNC[C@H]12",
  "homo_lumo_gap_ha": 0.31953,
  "total_charge": 0,
  "homo_ev": -7.764
}

(x)
{
  "formula": "C4H8N4",
  "method": "ωB97M-V/def2-TZVPD",
  "species": ["C", "C", "N", "N", "C", "C", "N", "N", "H", "H", "H", "H", "H", "H", "H", "H"],
  "coordinates": [[-0.1175, 0.4793, -1.0745], [-0.3459, -0.8326, -0.6319], [-1.1041, -1.8599, -1.1537], [1.1560, -1.1496, 1.3179], [-0.0227, -0.5439, 0.7967], [0.0192, 2.0168, 0.9297], [0.1213, 0.8795, 0.2940], [-0.1308, 1.0870, -2.1898], [-1.1572, -1.8406, -2.1634], [-0.9051, -2.7736, -0.7607], [0.0554, 2.0804, -2.1349], [1.9166, -1.1170, 0.6453], [1.4552, -0.7321, 2.1938], [-0.8227, -0.6494, 1.5487], [-0.0441, 2.0235, 2.0055], [-0.0736, 2.9323, 0.3774]],
  "e_lumo_ev": [0.736, 0.330],
  "homo_lumo_gap_ha": [0.27239, 0.24204],
  "total_charge": 0,
  "homo_ev": [-6.676, -6.257]
}

(y)
{
  "formula": "C4H8N4",
  "method": "ωB97M-V/def2-TZVPD",
  "species": ["C", "C", "C", "C", "N", "N", "N", "N", "H", "H", "H", "H", "H", "H", "H", "H"],
  "coordinates": [[-1.4714, -0.7402, 0.2145], [2.3588, 0.4564, -0.1852], [-2.5186, 0.0395, 0.1676], [2.1130, 1.7184, 0.0091], [-0.2383, -0.5249, -0.4563], [2.3482, -0.7125, 0.4356], [0.6402, -1.6805, -0.6871], [1.6876, -1.7898, 0.2605], [-2.7476, 0.6017, -0.6531], [-3.2498, 0.0069, 0.9866], [2.1995, 2.5018, -0.8711], [1.8378, 2.1041, 0.9696], [-0.1601, -0.0382, -1.3111], [3.2543, -1.0150, 0.9538], [0.3000, -2.6244, -0.7615], [-1.4051, -1.4015, 1.0800]],
  "e_lumo_ev": [0.736, 0.735],
  "homo_lumo_gap_ha": [0.29915, 0.29912],
  "total_charge": 0,
  "homo_ev": [-7.404, -7.404]
}

(z)
{
  "formula": "C4H8N4",
  "method": "ωB97M-V/def2-TZVPD",
  "species": ["C", "C", "C", "C", "H", "H", "H", "H", "H", "H", "H", "H", "N", "N", "N", "N"],
  "coordinates": [[1.1784, -1.2790, 0.1669], [-0.2361, -1.2886, 0.6752], [-1.2358, 1.2208, -0.0048], [-0.0174, 1.6316, 0.3778], [1.3524, -2.0922, -0.5580], [1.8857, -1.3493, 0.9772], [-0.4890, -2.1815, 1.2557], [-0.3856, -0.3659, 1.3459], [-2.0999, 1.8980, 0.1063], [0.1992, 2.4854, 1.0140], [2.0713, 1.6385, -0.0827], [0.9464, -0.1200, -1.5885], [-1.2512, -1.2047, -0.3072], [-1.7131, -0.0926, -0.4550], [1.2455, 1.1470, 0.0232], [1.4881, -0.0812, -0.6555]],
  "e_lumo_ev": 0.554,
  "smiles": "C1=C\\NNCC\\N=N/1",
  "homo_lumo_gap_ha": 0.31132,
  "total_charge": 0,
  "homo_ev": -7.917
}

Which structure is the least stable? The one labeled (y).

(w)
{
  "formula": "C4H8N4",
  "method": "ωB97M-V/def2-TZVPD",
  "species": ["C", "C", "C", "C", "H", "H", "H", "H", "H", "H", "H", "H", "N", "N", "N", "N"],
  "coordinates": [[0.5514, -0.6695, 2.0776], [0.3315, -0.3913, -1.4894], [-0.1787, 1.2042, -1.6372], [-0.4459, 1.2246, 0.7518], [0.8464, -2.5370, 1.6302], [0.6637, -0.0057, 2.9810], [-1.2726, -0.6779, -0.4322], [-0.3499, -0.8412, -2.4112], [1.5055, -0.8960, -1.7675], [0.5812, 2.0222, -2.0351], [-1.1390, 0.9326, -2.3875], [-1.0024, 1.7304, 1.6581], [1.0472, -1.8253, 2.3305], [-0.2172, -0.0980, 1.1025], [-0.3183, -0.8948, -0.0544], [-0.6031, 1.7227, -0.3173]],
  "e_lumo_ev": 0.669,
  "smiles": "[H]/N=C\\N1C=NCCN1",
  "homo_lumo_gap_ha": 0.36402,
  "total_charge": 0,
  "homo_ev": -9.236
}

(x)
{
  "formula": "C4H8N4",
  "method": "ωB97M-V/def2-TZVPD",
  "species": ["C", "C", "C", "C", "H", "H", "H", "H", "H", "H", "H", "H", "N", "N", "N", "N"],
  "coordinates": [[2.8392, -0.2471, 0.2167], [1.3750, 0.1004, 0.1870], [-1.0060, 1.1216, -0.1804], [-1.8507, -1.2399, -0.0298], [3.4043, 0.6823, -0.3708], [3.1817, -0.3627, 1.3740], [3.1065, -1.1996, -0.4010], [1.2384, 1.0369, 0.5079], [-0.4188, 1.3381, -1.0745], [-1.4335, 2.8383, -0.2603], [-1.4855, -2.3639, -0.6328], [-3.6796, -1.6396, 0.0851], [0.4788, -0.7755, -0.1216], [-0.8556, -0.3066, 0.0454], [-1.8511, 1.9038, 0.2632], [-3.0429, -0.8865, 0.3918]],
  "e_lumo_ev": 0.689,
  "smiles": "[H]/N=C/N(/C=N/[H])/N=C/C",
  "homo_lumo_gap_ha": 0.35234,
  "total_charge": 0,
  "homo_ev": -8.898
}

Which structure is the least stable? The one labeled (w).

(w)
{
  "formula": "C6H7NO",
  "method": "ωB97M-V/def2-TZVPD",
  "species": ["C", "C", "C", "C", "C", "C", "O", "N", "H", "H", "H", "H", "H", "H", "H"],
  "coordinates": [[-2.3785, 0.9907, 0.1355], [0.1489, -1.6559, 0.6353], [-1.0738, 0.3502, -0.1703], [1.3365, 0.4358, -0.3461], [0.1409, 1.0222, -0.3868], [2.5876, 0.1437, -0.1524], [-0.9068, -1.0360, 0.3677], [0.8060, -2.6816, 0.5452], [1.1723, -3.0240, -0.3407], [0.0489, 2.0335, -0.7700], [-2.3431, 1.6009, 1.0420], [-2.6501, 1.6414, -0.6990], [-3.1558, 0.2365, 0.2423], [3.1128, 0.3872, 0.7631], [3.1542, -0.4446, -0.8658]],
  "e_lumo_ev": [-0.145, 0.372],
  "homo_lumo_gap_ha": [0.22752, 0.27047],
  "total_charge": 0,
  "homo_ev": [-6.336, -6.988]
}

(x)
{
  "formula": "C6H7NO",
  "method": "ωB97M-V/def2-TZVPD",
  "species": ["C", "C", "C", "C", "C", "C", "H", "H", "H", "H", "H", "H", "H", "N", "O"],
  "coordinates": [[-2.2135, -1.3077, 0.8497], [-1.5030, -0.2228, 0.8887], [-0.1677, 0.4509, 0.9728], [0.6726, 1.3274, -1.0963], [0.6771, -0.1812, -1.1163], [0.9110, -0.4096, 0.3967], [-2.8715, -2.1227, 0.6575], [0.2640, 1.0231, 1.8244], [0.3240, 2.0732, -1.8417], [1.7094, 1.7906, -0.5148], [-0.4122, -0.2529, -1.1343], [2.3990, -1.5665, -0.3367], [1.9465, -0.2433, 0.7472], [1.2431, -1.4618, -0.5969], [-0.2900, 1.4487, -0.0744]],
  "e_lumo_ev": 0.697,
  "smiles": "C#C[C@@H]1OC[C@H]2N[C@H]12",
  "homo_lumo_gap_ha": 0.34519,
  "total_charge": 0,
  "homo_ev": -8.696
}

(y)
{
  "formula": "C6H7NO",
  "method": "ωB97M-V/def2-TZVPD",
  "species": ["C", "C", "C", "C", "C", "C", "H", "H", "H", "H", "H", "H", "H", "N", "O"],
  "coordinates": [[-1.6236, 0.1970, -0.3533], [-0.7306, 1.3625, 0.3015], [0.5688, 1.5077, -0.0317], [0.8224, -0.7276, -0.6013], [0.2254, -1.0949, 0.7902], [-0.7131, -1.1385, -0.3644], [-1.5345, 2.0649, 0.6092], [1.1114, 2.3775, 0.1082], [2.2506, 0.7333, -0.4053], [1.3956, -1.3562, -1.1298], [0.2038, -0.4047, 1.5709], [0.5596, -2.1107, 1.1529], [-1.0585, -2.1744, -0.5633], [1.3278, 0.5701, -0.6800], [-2.8052, 0.1941, -0.4039]],
  "e_lumo_ev": 0.762,
  "smiles": "O=C1C=CN[C@H]2C[C@@H]12",
  "homo_lumo_gap_ha": 0.33474,
  "total_charge": 0,
  "homo_ev": -8.347
}

(z)
{
  "formula": "C6H7NO",
  "method": "ωB97M-V/def2-TZVPD",
  "species": ["C", "C", "C", "C", "C", "C", "H", "H", "H", "H", "H", "H", "H", "N", "O"],
  "coordinates": [[-1.7025, -0.0164, 2.3884], [-0.6719, -0.1187, 1.6778], [0.5027, -0.3997, 0.8062], [1.2423, 1.0048, -0.9261], [-0.2498, 0.5447, -1.2295], [0.1540, -0.8877, -0.6190], [-2.6035, -0.4230, 3.0768], [1.0340, -1.2471, 1.3983], [1.4073, 2.1116, -1.0200], [1.9422, 0.7581, -1.5837], [-0.8141, 0.9839, -0.4476], [-1.7665, -0.6010, -1.2962], [0.9359, -1.4593, -1.1020], [-0.8554, -0.8205, -1.5990], [1.4452, 0.5703, 0.4756]],
  "e_lumo_ev": 0.964,
  "smiles": "C#C[C@@H]1OC[C@H]2N[C@H]12",
  "homo_lumo_gap_ha": 0.36472,
  "total_charge": 0,
  "homo_ev": -8.961
}

Which structure is the least stable? The one labeled (x).